A) The following is a DFT calculation (ωB97M-V with the def2-TZVPD basis set) of an isolated molecule of C6H9N3O2.

Calculated values
SMILES = C[C@]1(N)NC=CC=C1[N+](=O)[O-]
charge = 0
frontier orbital gap = 7.6 eV

Last columns: bonded neighbours and bond lengths (Å).
Cartesian coordinates (Å):
1 C 0.080 -1.655 -0.840  C2 1.597, H12 1.157, H13 1.095, H14 1.089
2 C 0.430 -0.273 -0.119  C1 1.597, N3 1.459, N4 1.489, C8 1.635
3 N 1.732 -0.237 0.537  C2 1.459, H15 1.034, H16 1.003
4 N -0.596 -0.167 0.954  C2 1.489, C5 1.337, H17 0.991
5 C -1.249 0.956 1.268  N4 1.337, C6 1.405, H18 1.010
6 C -1.333 2.018 0.351  C5 1.405, C7 1.429, H19 1.075
7 C -0.457 1.993 -0.778  C6 1.429, C8 1.330, H20 1.170
8 C 0.385 1.021 -1.117  C2 1.635, C7 1.330, N9 1.404
9 N 1.223 0.918 -2.240  C8 1.404, O10 1.248, O11 1.255
10 O 1.396 1.905 -2.983  N9 1.248
11 O 1.840 -0.162 -2.408  N9 1.255
12 H 0.359 -2.473 -0.070  C1 1.157
13 H 0.697 -2.046 -1.655  C1 1.095
14 H -0.954 -1.795 -1.153  C1 1.089
15 H 2.111 0.699 0.314  N3 1.034
16 H 2.414 -0.840 0.114  N3 1.003
17 H -0.578 -0.954 1.556  N4 0.991
18 H -1.659 1.003 2.190  C5 1.010
19 H -1.869 2.913 0.609  C6 1.075
20 H -0.412 2.973 -1.415  C7 1.170

Want to see where the charge sits? The Löwdin charges in e are: -0.024, -0.428, 0.093, 0.076, -0.075, -0.072, -0.033, -0.130, -0.336, 0.044, 0.019, 0.099, 0.061, 0.075, 0.096, 0.071, 0.130, 0.089, 0.085, 0.159

***

B) The following is a DFT calculation (ωB97M-V with the def2-TZVPD basis set) of a cluster of 2 separate species, C6H9N3O2 in total.

Calculated values
SMILES = C=C=NN(C)C(=O)C=C=O.N
charge = 0
frontier orbital gap = 10.1 eV

Last columns: bonded neighbours and bond lengths (Å).
Cartesian coordinates (Å):
1 C 2.205 -1.984 -1.326  C2 1.293, H11 1.077, H12 1.077
2 C 1.326 -1.371 -0.604  C1 1.293, N3 1.230
3 N 0.342 -0.903 -0.033  C2 1.230, N4 1.357
4 N 0.381 0.058 0.925  N3 1.357, C5 1.454, C6 1.375
5 C 1.676 0.571 1.341  N4 1.454, H13 1.092, H14 1.087, H15 1.092
6 C -0.742 0.572 1.529  N4 1.375, O7 1.218, C8 1.472
7 O -0.623 1.414 2.400  C6 1.218
8 C -2.093 0.150 1.124  C6 1.472, C9 1.299, H16 1.083
9 C -2.541 -0.731 0.281  C8 1.299, O10 1.157
10 O -2.972 -1.490 -0.479  C9 1.157
11 H 2.663 -2.903 -0.997  C1 1.077
12 H 2.504 -1.602 -2.287  C1 1.077
13 H 2.144 1.126 0.525  C5 1.092
14 H 1.515 1.231 2.189  C5 1.087
15 H 2.325 -0.258 1.632  C5 1.092
16 H -2.844 0.700 1.678  C8 1.083
17 N -1.149 1.318 -2.195  H18 1.015, H19 1.015, H20 1.013
18 H -1.896 0.632 -2.172  N17 1.015
19 H -1.587 2.235 -2.205  N17 1.015
20 H -0.635 1.235 -1.326  N17 1.013

Want to see where the charge sits? The Löwdin charges in e are: 0.031, -0.161, 0.117, -0.121, -0.014, -0.459, 0.053, -0.005, -0.189, 0.203, 0.059, 0.061, 0.097, 0.085, 0.094, 0.132, 0.029, -0.001, 0.012, -0.022

***

C) The following is a DFT calculation (ωB97M-V with the def2-TZVPD basis set) of a cluster of 2 separate species, C6H9N3O2 in total.

Calculated values
charge = 0
frontier orbital gap = 9.2 eV

Last columns: bonded neighbours and bond lengths (Å).
Cartesian coordinates (Å):
1 C 2.686 0.703 -0.179  N8 1.354, N9 1.388, O10 1.163
2 C -2.576 0.791 -0.644  C3 1.506, C5 1.457, H12 1.033, H13 1.111
3 C -1.833 -0.257 -1.428  C2 1.506, C5 1.445, H14 1.094, H15 1.078
4 C -1.201 -0.710 1.084  C5 1.302, H16 1.124, H17 1.159
5 C -1.700 -0.172 0.008  C2 1.457, C3 1.445, C4 1.302
6 C 0.458 1.536 0.258  N7 1.172, N9 1.350
7 N -0.093 2.559 0.104  C6 1.172, O11 1.238
8 N 3.479 -0.327 0.200  C1 1.354, H18 1.017, H19 1.005
9 N 1.514 0.752 0.562  C1 1.388, C6 1.350, H20 1.002
10 O 2.822 1.480 -1.035  C1 1.163
11 O -0.965 3.402 -0.142  N7 1.238
12 H -2.164 1.725 -0.805  C2 1.033
13 H -3.626 0.509 -0.414  C2 1.111
14 H -2.227 -1.194 -1.834  C3 1.094
15 H -1.100 0.239 -2.043  C3 1.078
16 H -1.583 -0.395 2.093  C4 1.124
17 H -0.502 -1.625 1.222  C4 1.159
18 H 3.269 -0.908 1.008  N8 1.017
19 H 4.465 -0.138 0.139  N8 1.005
20 H 1.235 -0.001 1.160  N9 1.002

Want to see where the charge sits? The Löwdin charges in e are: -0.644, -0.067, -0.100, -0.010, -0.370, -0.060, -0.047, 0.170, 0.125, 0.145, -0.042, 0.054, 0.131, 0.114, 0.104, 0.077, 0.089, 0.109, 0.110, 0.110

***

Name the least stable of them. C).

***

A) The following is a DFT calculation (ωB97M-V with the def2-TZVPD basis set) of an isolated molecule of C4H2.

Calculated values
charge = 0
frontier orbital gap (spin up / spin down) = 9.5 / 6.8 eV

Last columns: bonded neighbours and bond lengths (Å).
Cartesian coordinates (Å):
1 C -2.263 -0.064 0.145  C2 1.216
2 C -1.065 -0.029 -0.063  C1 1.216, C4 1.456
3 C 1.289 -0.326 0.140  C4 1.227, H5 1.037
4 C 0.324 0.406 -0.057  C2 1.456, C3 1.227, H6 1.037
5 H 1.481 -1.325 0.339  C3 1.037
6 H 0.234 1.337 -0.504  C4 1.037

Want to see where the charge sits? The Löwdin charges in e are: 0.186, -0.206, 0.164, -0.266, 0.039, 0.084

***

B) The following is a DFT calculation (ωB97M-V with the def2-TZVPD basis set) of an isolated molecule of C4H2.

Calculated values
SMILES = C#CC#C
charge = 0
frontier orbital gap = 10.7 eV

Last columns: bonded neighbours and bond lengths (Å).
Cartesian coordinates (Å):
1 C -0.420 0.095 1.720  C2 1.205, H5 1.063
2 C -0.598 -0.307 0.597  C1 1.205, C3 1.383
3 C -0.298 -0.374 -0.751  C2 1.383, C4 1.205
4 C 0.370 -0.133 -1.725  C3 1.205, H6 1.064
5 H -0.165 0.616 2.611  C1 1.063
6 H 1.110 0.103 -2.452  C4 1.064

Want to see where the charge sits? The Löwdin charges in e are: 0.126, -0.161, -0.163, 0.126, 0.036, 0.036

***

C) The following is a DFT calculation (ωB97M-V with the def2-TZVPD basis set) of an isolated molecule of C4H2.

Calculated values
SMILES = C#CC#C
charge = 0
frontier orbital gap = 11.5 eV

Last columns: bonded neighbours and bond lengths (Å).
Cartesian coordinates (Å):
1 C 2.164 0.006 -0.009  C2 1.261, H5 1.050
2 C 0.903 0.039 0.002  C1 1.261, C3 1.856
3 C -0.952 0.090 0.010  C2 1.856, C4 1.191
4 C -2.136 -0.034 -0.015  C3 1.191, H6 1.051
5 H 3.207 -0.112 -0.003  C1 1.050
6 H -3.186 0.010 0.014  C4 1.051

Want to see where the charge sits? The Löwdin charges in e are: 0.031, -0.027, -0.045, 0.020, 0.003, 0.018

***

Name the least stable of them. A).